75
Properties=species:S:1:pos:R:3:lowdin_charge:R:1 method="wB97M-V/def2-TZVPD" gap_ev=5.975 de_lowest_kj_mol=29.9 e_lumo_ev=0.09 homo_ha=-0.2164 largest_force_ev_per_a=1.600 total_charge=0
K 1.686 -0.062 1.756 0.732
P -0.469 -2.074 1.552 1.026
N 4.079 0.886 -0.507 -0.024
N 4.180 0.045 -2.428 -0.101
N 3.394 -0.253 -0.442 -0.028
N 4.547 1.074 -1.668 0.069
N -0.499 0.824 1.597 -0.145
C 3.184 1.857 -4.664 -0.071
C -1.890 -2.767 2.575 -0.537
C 3.423 0.355 -4.771 -0.405
C -0.615 2.156 1.969 -0.271
C -2.735 1.568 3.169 -0.038
C 0.810 -4.581 1.232 -0.121
C -1.385 -3.292 3.917 -0.136
C -1.295 0.364 0.633 -0.368
C -1.133 6.306 3.029 -0.062
C 2.129 -0.423 -4.545 -0.073
C 4.537 -0.097 -3.809 -0.116
C -3.798 -1.147 -2.580 -0.072
C 0.194 4.431 1.992 -0.022
C 0.064 -3.501 0.456 -0.570
C -2.778 -3.802 1.893 -0.111
C -1.710 2.577 2.748 -0.210
C -2.174 -1.509 -0.665 -0.081
C 0.980 -2.917 -0.612 -0.152
C 1.545 2.707 0.793 -0.094
C -1.389 -1.037 0.383 -0.329
C -2.898 -0.656 -1.482 -0.306
C -2.041 1.215 -0.225 -0.023
C 0.358 3.105 1.621 -0.214
C -2.811 0.718 -1.238 -0.060
C -1.845 3.905 3.100 -0.018
C -0.909 4.856 2.713 -0.288
C 3.456 -0.774 -1.640 -0.134
H 1.988 3.573 0.312 0.082
H 1.214 -3.664 -1.372 0.083
H 1.180 -5.345 0.548 0.076
H -2.711 4.209 3.674 0.115
H -2.079 6.639 2.598 0.078
H 3.027 -1.699 -1.950 0.115
H -2.239 -2.571 -0.866 0.095
H 4.785 -1.147 -3.988 0.133
H 0.934 5.156 1.682 0.109
H 0.505 -2.059 -1.088 0.066
H 1.668 -4.153 1.753 0.074
H 2.444 2.167 -5.396 0.080
H -3.345 1.262 2.317 0.081
H -0.848 -2.511 4.454 0.064
H -4.842 -0.982 -2.306 0.075
H -2.223 -3.621 4.533 0.073
H -1.985 2.284 -0.058 0.113
H 0.169 -5.062 1.966 0.053
H -3.372 1.398 -1.869 0.110
H -3.382 1.988 3.934 0.072
H -0.716 -4.141 3.786 0.057
H -0.815 -3.939 -0.023 0.090
H 4.101 2.408 -4.851 0.079
H -2.230 -4.717 1.675 0.067
H -0.333 6.917 2.619 0.069
H 2.819 2.128 -3.676 0.076
H -2.243 0.675 3.556 0.072
H -3.660 -2.210 -2.769 0.067
H 5.430 0.514 -3.964 0.131
H -2.492 -1.865 2.763 0.101
H -3.604 -4.065 2.555 0.077
H 1.244 1.997 0.026 0.061
H 1.413 -0.173 -5.322 0.083
H 1.907 -2.592 -0.137 0.047
H 3.788 0.132 -5.779 0.137
H -1.180 6.463 4.107 0.076
H -3.203 -3.412 0.974 0.059
H 2.303 -1.496 -4.584 0.078
H -3.607 -0.600 -3.504 0.071
H 2.321 2.238 1.409 0.029
H 1.676 -0.175 -3.587 0.076

***

136
Properties=species:S:1:pos:R:3:lowdin_charge:R:1 method="wB97M-V/def2-TZVPD" gap_ev=7.486 e_lumo_ev=-3.25 homo_ha=-0.3945 largest_force_ev_per_a=8.758 total_charge=+1
Br 6.207 -0.299 7.560 0.259
Cl 4.480 1.336 5.492 0.617
S 7.164 0.087 -0.325 0.695
P 2.073 0.237 0.531 0.813
P 5.894 -1.223 5.484 0.663
F 1.649 0.240 6.189 -0.003
F 1.026 -1.988 5.843 0.021
F 3.092 -1.370 7.112 0.002
O -4.038 -0.768 5.691 -0.018
O 5.169 0.023 3.273 -0.159
O 5.310 -7.780 1.961 -0.005
O 1.813 4.836 -0.427 0.050
O 7.408 -1.093 4.622 -0.364
O -6.493 3.868 -6.667 0.067
O -1.399 -4.451 0.954 0.042
O -2.918 4.489 -4.075 -0.017
O -2.037 2.694 -3.066 0.057
O 0.457 0.947 0.328 -0.239
O -3.640 -1.324 3.319 -0.127
O -1.591 -4.963 -1.218 0.003
O -7.374 5.662 -7.676 -0.006
O 3.689 5.073 3.710 -0.134
O 2.092 -1.274 -0.326 -0.241
O 3.766 -6.205 1.573 0.046
O 1.622 4.324 -2.598 -0.006
N 4.727 -1.065 1.191 0.028
N 2.186 -0.824 3.283 -0.021
N 3.801 -2.473 4.195 -0.084
N 2.997 1.241 -0.410 -0.177
C -5.023 5.712 -4.052 -0.062
C -3.689 -0.370 4.454 -0.271
C 2.510 4.274 3.343 -0.220
C -2.064 -4.411 -0.078 -0.481
C 4.348 0.130 2.099 -0.305
C 5.830 -0.639 0.491 -0.529
C 4.493 -0.218 4.531 -0.796
C -2.997 3.216 -3.627 -0.495
C 2.255 -1.110 5.881 -0.111
C -2.459 -2.226 3.441 -0.134
C 1.148 4.876 -1.459 -0.504
C 2.711 0.207 2.329 -0.273
C -9.479 6.885 -7.653 -0.066
C 2.200 1.685 2.931 -0.155
C 6.785 -9.212 0.657 -0.066
C 0.884 5.417 -4.644 -0.063
C 5.828 -9.118 1.828 -0.224
C -2.329 -3.870 -3.264 -0.065
C -1.121 -1.293 3.207 -0.141
C -0.020 -1.913 2.171 -0.141
C 3.091 2.966 2.479 -0.164
C -4.300 2.486 -3.743 0.016
C -3.910 5.128 -4.900 -0.217
C 4.344 -4.944 4.369 -0.085
C 3.709 -8.081 0.123 0.010
C 3.524 -3.638 5.019 -0.291
C -7.453 4.390 -7.228 -0.494
C -3.352 1.261 4.303 -0.021
C 1.511 -2.048 2.713 -0.119
C 0.854 4.156 -3.805 -0.222
C -8.367 6.302 -8.501 -0.225
C -8.756 3.660 -7.344 0.008
C -3.367 -3.672 -0.117 0.015
C 3.132 -1.150 4.474 -0.207
C -2.359 -5.131 -2.425 -0.223
C 4.242 -7.300 1.285 -0.491
C -0.154 5.614 -1.497 0.014
H -2.867 -4.020 -4.204 0.086
H -8.546 2.597 -7.508 0.097
H 1.691 4.881 2.732 0.137
H -9.320 3.775 -6.414 0.102
H -5.554 4.935 -3.495 0.071
H 5.017 -9.850 1.773 0.117
H -0.848 5.250 -2.253 0.059
H 6.285 -8.991 -0.290 0.068
H 4.097 5.393 2.841 0.120
H -7.854 7.114 -9.027 0.126
H 3.863 -9.157 0.204 0.074
H 2.100 1.672 4.121 0.099
H -4.061 -4.037 -0.873 0.076
H -4.090 1.423 -3.907 0.095
H -0.163 3.820 -3.581 0.078
H -0.167 -1.422 1.122 0.103
H -2.518 -3.162 2.727 0.124
H 4.166 -7.713 -0.800 0.102
H 2.625 -7.933 0.072 0.097
H 3.399 0.678 -1.219 0.014
H -4.913 2.805 -4.586 0.066
H 7.218 -10.214 0.594 0.086
H -3.871 -3.805 0.847 0.093
H 2.972 -1.460 -0.771 0.086
H -0.658 5.481 -0.534 0.094
H -4.289 1.882 3.952 0.099
H -9.072 7.582 -6.913 0.086
H -3.397 5.941 -5.426 0.127
H 1.374 -0.340 3.779 0.155
H 4.246 2.873 2.638 0.121
H -0.712 -0.983 4.258 0.110
H -2.459 1.479 3.579 0.066
H 1.962 3.855 4.300 0.123
H -0.388 -3.041 1.997 0.115
H 3.899 -3.599 6.152 0.130
H 2.802 3.214 1.347 0.105
H 0.039 6.679 -1.657 0.102
H -1.882 -5.944 -2.983 0.126
H -2.440 -2.594 4.564 0.142
H -9.369 3.978 -8.187 0.073
H 0.471 1.558 -0.487 0.104
H -10.201 7.417 -8.279 0.086
H 4.175 -2.591 3.248 0.121
H 7.767 -0.176 4.851 0.072
H 1.364 -2.931 3.510 0.154
H 2.272 -2.518 1.932 0.153
H 3.998 -5.966 4.879 0.107
H 1.916 5.702 -4.870 0.083
H 1.079 1.934 2.601 0.142
H 4.783 1.056 1.481 0.149
H 2.395 -4.016 5.095 0.122
H 0.430 6.262 -4.119 0.069
H -10.011 6.109 -7.096 0.068
H -8.736 5.620 -9.273 0.116
H -1.518 -0.284 2.706 0.115
H -4.615 6.409 -3.312 0.083
H 1.330 3.342 -4.363 0.126
H -2.782 -3.025 -2.738 0.068
H -3.174 -2.607 -0.277 0.105
H -3.376 -5.466 -2.200 0.117
H 0.346 5.266 -5.585 0.082
H -5.745 6.244 -4.678 0.081
H 7.595 -8.484 0.765 0.087
H -3.050 1.715 5.363 0.108
H 5.479 -4.743 4.594 0.083
H -1.296 -3.584 -3.490 0.086
H -4.864 2.602 -2.813 0.102
H 6.373 -9.330 2.754 0.126
H 4.224 -4.983 3.183 0.063
H -4.279 4.446 -5.672 0.099

***

15
Properties=species:S:1:pos:R:3:lowdin_charge:R:1 method="wB97M-V/def2-TZVPD" gap_ev=9.448 de_lowest_kj_mol=54.0 e_lumo_ev=-0.83 homo_ha=-0.3776 largest_force_ev_per_a=3.519 total_charge=0
K -0.527 0.222 -0.220 0.971
F 1.953 1.294 -0.590 0.076
F 4.189 1.532 -0.678 0.116
F 3.204 0.276 0.858 0.169
F 3.231 -0.358 -1.336 0.126
O -2.307 2.222 -1.364 -0.078
O -1.946 -0.568 2.078 -0.091
O -0.656 -2.501 -0.043 -0.101
B 3.143 0.662 -0.421 -1.474
H -1.670 0.099 2.706 0.048
H -1.394 -3.016 0.283 0.045
H -2.015 -1.371 2.594 0.049
H 0.043 -3.141 -0.176 0.059
H -2.916 2.942 -1.524 0.050
H -2.331 1.704 -2.168 0.035

***

37
Properties=species:S:1:pos:R:3:lowdin_spin:R:1 method="wB97M-V/def2-TZVPD" gap_ev="6.580 / 8.357" de_lowest_kj_mol=0.0 multiplicity=3 e_lumo_ev="-12.61 / -12.80" homo_ha="-0.7052 / -0.7776" largest_force_ev_per_a=6.541 total_charge=+3
W 0.924 0.647 0.497 1.161
Cl 2.698 -0.169 -0.623 0.115
Cl 0.968 2.426 1.960 0.229
P 0.110 2.033 -1.310 0.019
P 0.484 -1.056 2.213 0.026
O -2.156 0.025 0.454 0.198
O -2.778 -1.479 -1.626 0.001
C -0.702 -2.407 1.904 0.003
C -0.105 1.105 -2.854 0.013
C 1.390 3.291 -1.530 -0.005
C -1.780 -1.970 -1.969 0.006
C -1.414 2.925 -0.953 0.006
C 2.086 -1.866 2.405 -0.003
C -0.975 0.203 0.405 0.209
C 0.010 -0.351 3.815 0.017
C -0.781 -2.700 -2.674 0.003
H -1.566 3.693 -1.722 0.001
H 2.386 2.836 -1.471 0.000
H -0.489 1.771 -3.643 0.001
H -0.254 -3.350 -1.943 0.000
H -0.344 -2.997 1.044 0.001
H -2.263 2.233 -0.926 0.000
H 1.301 4.047 -0.738 0.000
H -0.479 -1.124 4.428 0.001
H -0.052 -1.967 -3.094 0.000
H 0.895 0.031 4.338 0.001
H -1.326 3.407 0.027 0.000
H 2.317 -2.431 1.494 0.000
H 0.866 0.701 -3.167 0.000
H -1.702 -1.996 1.686 -0.001
H 2.033 -2.542 3.269 -0.002
H -1.214 -3.334 -3.480 0.001
H -0.737 -3.046 2.804 0.000
H -0.809 0.269 -2.725 0.002
H -0.677 0.488 3.657 0.000
H 1.269 3.767 -2.514 -0.001
H 2.866 -1.112 2.563 0.000

***

19
Properties=species:S:1:pos:R:3:lowdin_charge:R:1 method="wB97M-V/def2-TZVPD" gap_ev=10.414 de_lowest_kj_mol=121.6 e_lumo_ev=0.83 homo_ha=-0.3522 largest_force_ev_per_a=1.370 total_charge=0 smiles=C[C@H](O)[C@H](N)CN
O 1.790 -0.968 0.260 -0.029
N -2.350 -0.039 -1.084 0.003
N -0.866 -0.364 1.658 0.060
C 1.141 0.287 0.393 -0.423
C -0.386 0.248 0.389 -0.375
C 1.764 1.297 -0.573 -0.041
C -0.969 -0.503 -0.790 -0.248
H 1.542 2.308 -0.258 0.076
H 1.421 1.109 -1.572 0.063
H -0.687 1.296 0.314 0.137
H -0.931 0.408 2.316 0.074
H -1.813 -0.606 1.487 0.046
H -0.950 -1.568 -0.543 0.119
H 1.405 0.609 1.408 0.139
H -0.349 -0.399 -1.689 0.110
H 2.843 1.160 -0.552 0.082
H -2.877 -0.787 -1.527 0.062
H -2.258 0.639 -1.834 0.065
H 1.349 -1.540 -0.374 0.078